{"formula": "C17H34O2P2Pd", "method": "ωB97M-V/def2-TZVPD", "spin_multiplicity": 3, "lumo_ev": [-0.084, -0.970], "homo_ev": [-5.945, -6.234], "homo_lumo_gap_ev": [5.861, 5.264], "species": ["P", "P", "C", "C", "H", "H", "H", "H", "C", "H", "H", "H", "C", "H", "H", "H", "C", "H", "H", "H", "C", "H", "H", "H", "Pd", "C", "C", "C", "C", "C", "C", "C", "C", "C", "H", "H", "H", "H", "H", "H", "H", "H", "H", "H", "H", "H", "H", "H", "H", "C", "C", "O", "O", "H", "H", "H"], "coordinates": [[0.151, -2.105, -1.343], [0.535, 1.705, -1.201], [-0.017, -0.728, -2.528], [1.015, 0.384, -2.426], [-1.045, -0.335, -2.446], [0.060, -1.255, -3.493], [2.035, 0.039, -2.184], [1.076, 0.858, -3.421], [-0.254, 2.830, -2.415], [-0.605, 3.736, -1.902], [-1.120, 2.360, -2.887], [0.461, 3.109, -3.181], [1.985, 2.639, -0.774], [2.139, 3.363, -1.588], [2.862, 1.986, -0.686], [1.832, 3.176, 0.167], [-0.839, -3.382, -2.152], [-0.830, -4.263, -1.504], [-0.422, -3.648, -3.132], [-1.882, -3.057, -2.294], [1.860, -2.540, -1.235], [2.481, -1.647, -1.112], [2.141, -3.044, -2.162], [2.033, -3.201, -0.384], [2.882, -0.597, 1.837], [-1.131, 1.899, -0.016], [-2.402, 1.747, -0.671], [-3.104, 0.487, -0.870], [-3.395, -0.557, 0.273], [-2.537, -1.724, 0.222], [-1.122, -1.660, 0.069], [-0.270, -0.500, 0.698], [-0.723, 0.902, 1.133], [2.347, -2.385, 2.354], [-0.932, 2.932, 0.320], [-2.918, 2.644, -1.078], [-2.716, -0.133, -1.700], [-4.083, 0.812, -1.234], [-3.372, -0.058, 1.249], [-4.412, -0.947, 0.125], [-2.925, -2.713, 0.490], [-0.740, -2.571, 0.576], [0.653, -0.288, 0.078], [0.181, -0.936, 1.612], [-1.480, 0.913, 1.950], [0.217, 1.314, 1.591], [2.967, -2.400, 3.304], [2.714, -3.095, 1.589], [1.300, -2.490, 2.611], [1.111, 2.230, 4.682], [1.683, 1.147, 3.707], [2.681, 1.399, 2.906], [1.105, 0.029, 3.670], [1.828, 2.846, 5.245], [0.435, 1.813, 5.436], [0.509, 2.960, 4.124]], "forces_ev_per_a": [[-4.0972, 1.5054, -1.6041], [-0.5858, 0.4389, -1.8144], [0.2764, -0.5346, -0.2903], [0.6475, 0.5624, -0.3840], [0.4101, -0.2881, 0.0035], [0.0110, 0.4188, 0.0340], [-0.4287, -0.0215, -0.0634], [0.1200, -0.0735, 0.3528], [0.1825, 0.2660, -0.0047], [0.0807, -0.2484, -0.1568], [0.0381, -0.0650, 0.1741], [0.1756, 0.1219, -0.2127], [1.0520, 0.5427, -0.3849], [0.3308, -0.0807, 0.3837], [-0.1816, 0.2129, 0.1792], [0.0656, -0.1864, -0.0662], [0.5125, -0.6640, -0.4153], [-0.1199, -0.0789, -0.1672], [-0.0674, -0.0882, 0.2343], [0.4863, 0.1376, 0.2512], [0.5257, -0.2866, 0.6556], [-0.1925, -0.1732, 0.2544], [-0.1666, -0.0410, -0.0539], [0.1118, 0.0494, -0.0341], [-0.0158, 1.3584, -0.0653], [-2.9956, -1.2890, 1.7374], [1.8666, 1.6866, 1.3236], [-1.2568, -0.8555, -0.3418], [-0.7733, 0.8568, -0.6215], [0.0961, -1.1176, -0.3853], [3.8743, -0.5285, 1.5026], [0.8187, 0.1347, 1.0567], [-0.0239, 0.7036, -0.1718], [1.1914, -0.8542, 0.3511], [0.1624, -0.2851, -0.4701], [0.7120, -0.6616, 0.2886], [0.0548, -0.0454, -0.1434], [-0.0664, -0.3234, -0.0452], [-0.0103, -0.0418, -0.0194], [0.0526, 0.3593, 0.1787], [-0.0578, 0.4339, -0.2354], [-0.3820, 0.2129, 0.6623], [-0.7307, -0.3586, 0.4163], [-0.2319, 0.3069, -0.3515], [0.4349, -0.1928, -0.6558], [-0.7562, -0.3275, -0.2896], [-0.6521, -0.5366, -0.8889], [-0.2124, -0.2983, 0.6082], [-0.2403, -0.1574, -0.0683], [0.1581, 0.2049, -0.0822], [0.5817, -0.6544, -0.8678], [-1.4171, 0.7730, 1.3437], [0.0471, 1.1003, 0.4281], [0.2573, -0.4375, -0.5031], [0.1834, -0.3663, -0.3635], [0.1442, -0.2260, -0.1981]]}

=====

{"formula": "C17H34O2P2Pt", "method": "ωB97M-V/def2-TZVPD", "spin_multiplicity": 3, "lumo_ev": [0.444, -2.427], "homo_ev": [-5.364, -8.139], "homo_lumo_gap_ev": [5.808, 5.712], "species": ["P", "P", "C", "C", "H", "H", "H", "H", "C", "H", "H", "H", "C", "H", "H", "H", "C", "H", "H", "H", "C", "H", "H", "H", "Pt", "C", "C", "C", "C", "C", "C", "C", "C", "C", "H", "H", "H", "H", "H", "H", "H", "H", "H", "H", "H", "H", "H", "H", "H", "C", "C", "O", "O", "H", "H", "H"], "coordinates": [[-0.363, 0.099, -2.675], [0.849, -2.332, -0.612], [0.448, -1.482, -3.329], [0.382, -2.713, -2.392], [1.502, -1.234, -3.587], [-0.118, -1.692, -4.264], [-0.629, -3.178, -2.411], [1.133, -3.459, -2.729], [2.661, -2.389, -0.927], [3.183, -2.249, 0.027], [2.984, -1.619, -1.642], [2.854, -3.393, -1.334], [0.652, -3.990, 0.122], [1.341, -4.678, -0.385], [-0.382, -4.336, 0.019], [0.911, -3.915, 1.184], [-0.169, 1.034, -4.238], [-0.692, 1.991, -4.136], [-0.630, 0.428, -5.031], [0.891, 1.207, -4.454], [-2.056, -0.524, -3.046], [-2.326, -1.410, -2.458], [-2.053, -0.774, -4.118], [-2.772, 0.282, -2.852], [-0.330, 2.016, 1.791], [0.198, -0.700, 1.907], [1.071, 0.339, 1.447], [1.575, 0.663, 0.024], [1.044, 1.916, -0.753], [-0.429, 2.139, -0.618], [-1.433, 1.282, -0.085], [-1.363, -0.230, 0.030], [-1.170, -0.932, 1.417], [-1.221, 3.758, 2.058], [0.392, -1.122, 2.894], [1.917, 0.469, 2.137], [1.478, -0.212, -0.648], [2.660, 0.838, 0.114], [1.556, 2.824, -0.349], [1.396, 1.830, -1.810], [-0.767, 3.117, -0.997], [-2.456, 1.684, -0.208], [-0.449, -0.525, -0.535], [-2.229, -0.695, -0.465], [-1.926, -0.587, 2.154], [-1.357, -2.007, 1.227], [-1.999, 3.589, 2.819], [-1.629, 4.123, 1.104], [-0.421, 4.408, 2.449], [-0.076, 1.864, 6.072], [-0.506, 1.611, 4.645], [-1.610, 1.112, 4.385], [0.397, 1.986, 3.752], [-0.877, 1.585, 6.746], [0.165, 2.916, 6.240], [0.801, 1.267, 6.324]], "forces_ev_per_a": [[0.3827, -1.5389, -1.5746], [0.1873, -0.8409, -0.9275], [-0.0197, 0.2151, -0.0788], [0.1153, -0.1346, 0.0377], [-0.6197, -0.2317, 0.1077], [0.6495, -0.0663, 0.3116], [0.5909, 0.2749, -0.0177], [-0.6470, 0.1422, -0.0317], [0.0316, -0.2728, 0.1908], [0.1013, -0.0411, -0.2703], [-0.1047, -0.2168, 0.2610], [0.3539, 0.3653, 0.1062], [0.1762, -0.1981, -0.0910], [-0.2691, -0.1572, 0.2237], [0.2106, 0.0278, 0.0804], [-0.0812, -0.1555, -0.1498], [-0.1108, -0.0595, -0.1224], [0.1229, -0.0566, -0.2157], [0.2558, 0.4296, -0.1034], [-0.2078, 0.0656, -0.0157], [-0.1949, 0.2325, -0.0774], [0.0837, 0.2935, -0.1685], [-0.3414, -0.0184, 0.3251], [-0.1341, -0.2475, -0.0693], [0.0922, -2.7231, 0.3740], [-0.5736, -1.4475, 0.7622], [0.9965, 2.9983, -0.3483], [0.7935, -0.2188, -1.0009], [1.0266, -0.3786, 0.6978], [-0.9607, -0.3127, 1.5411], [0.6082, 0.8586, -0.1696], [0.5394, -0.4288, 0.4879], [-0.8752, 0.5717, -1.0950], [-0.2384, 2.1840, -0.2923], [0.2912, 0.0613, -0.2461], [-0.4322, -0.0007, -0.1192], [0.0494, 0.7906, 0.4029], [-0.2416, -0.1539, -0.0806], [-0.3765, -0.5126, -0.1848], [-0.4539, 0.1654, 0.6340], [0.0094, -0.4213, 0.3761], [0.6076, 0.0013, 0.4684], [-1.1933, 0.1401, 0.5906], [0.1715, 0.4531, 0.1628], [0.2525, -0.1949, -0.2117], [0.0328, 0.3071, 0.2305], [0.1358, -0.1024, -0.1946], [-0.0272, 0.2276, 0.4884], [-0.5390, 0.1142, -0.1165], [0.0097, -0.0618, 0.1791], [-0.5241, -0.1394, -0.5973], [1.2824, 0.6495, -0.0387], [-0.9890, -0.1441, -0.1402], [-0.1445, -0.0643, 0.0195], [0.0678, -0.1009, -0.1932], [0.0716, 0.0722, -0.1166]]}

=====

{"formula": "C17H34O6P", "method": "ωB97M-V/def2-TZVPD", "lumo_ev": -2.749, "total_charge": 1, "homo_ev": -13.022, "homo_lumo_gap_ev": 10.273, "species": ["C", "C", "C", "C", "C", "C", "C", "C", "C", "C", "C", "P", "H", "H", "H", "H", "H", "H", "H", "H", "H", "H", "H", "H", "H", "H", "H", "H", "H", "H", "H", "H", "H", "H", "H", "H", "H", "H", "C", "C", "O", "C", "O", "O", "H", "H", "H", "H", "C", "C", "O", "C", "O", "O", "H", "H", "H", "H"], "coordinates": [[2.716, -0.599, 1.422], [1.812, 0.319, 0.607], [0.483, 0.618, 1.281], [-0.369, -0.653, 1.432], [-1.749, -0.574, 0.771], [-2.858, -0.133, 1.710], [-4.269, -0.232, 1.148], [-4.740, -1.672, 0.952], [-4.281, -2.314, -0.369], [-3.713, -3.724, -0.258], [-2.522, -3.841, 0.708], [-0.942, -3.664, -0.114], [3.196, -0.051, 2.232], [3.497, -1.023, 0.796], [2.178, -1.428, 1.882], [1.643, -0.112, -0.379], [2.362, 1.241, 0.431], [0.682, 1.058, 2.261], [-0.071, 1.358, 0.703], [-0.486, -0.935, 2.478], [0.186, -1.462, 0.946], [-1.703, 0.080, -0.101], [-2.006, -1.569, 0.396], [-2.672, 0.895, 2.026], [-2.798, -0.737, 2.620], [-4.939, 0.260, 1.852], [-4.368, 0.312, 0.207], [-5.828, -1.692, 0.960], [-4.433, -2.245, 1.831], [-3.568, -1.679, -0.895], [-5.147, -2.370, -1.027], [-4.485, -4.428, 0.044], [-3.399, -4.050, -1.253], [-2.538, -3.103, 1.509], [-2.483, -4.825, 1.179], [-0.836, -2.506, -0.871], [-0.668, -4.754, -0.932], [0.092, -3.609, 0.813], [3.266, 1.746, -3.530], [3.080, 0.931, -4.798], [3.117, -0.418, -4.302], [2.783, -0.404, -2.998], [2.541, -1.373, -2.344], [2.734, 0.859, -2.532], [2.722, 2.685, -3.516], [4.316, 1.930, -3.302], [2.109, 1.100, -5.264], [3.866, 1.073, -5.533], [2.886, 5.227, 1.661], [2.782, 3.728, 1.434], [2.456, 3.664, 0.041], [2.885, 4.798, -0.563], [2.916, 4.961, -1.738], [3.270, 5.701, 0.365], [3.638, 5.511, 2.392], [1.928, 5.675, 1.928], [3.731, 3.211, 1.590], [2.002, 3.238, 2.010]], "forces_ev_per_a": [[0.0169, 0.0426, 0.0420], [0.2857, 0.0282, -0.0165], [0.0925, -0.0729, 0.2881], [-0.1395, 0.1349, -0.3104], [0.1095, -0.2332, 0.1832], [0.0607, 0.3359, -0.0178], [-0.1067, -0.0453, 0.1500], [-0.1088, 0.0913, -0.1526], [-0.1901, -0.0110, -0.0614], [0.1049, 0.0558, -0.1852], [-0.0070, -0.3732, 0.0759], [0.1868, -0.0631, 0.1598], [0.0143, 0.0051, 0.0843], [0.0958, -0.0185, -0.0278], [-0.0684, -0.1128, -0.0053], [-0.0894, -0.0605, -0.0429], [-0.1042, 0.0837, -0.1624], [-0.1020, 0.0543, 0.0605], [-0.0114, 0.1025, -0.0357], [0.0236, -0.0759, 0.0921], [0.1637, 0.0579, 0.1104], [-0.0329, 0.0190, -0.1545], [-0.1226, 0.5474, 0.0525], [0.0752, 0.0407, 0.0157], [-0.0468, -0.0479, 0.1092], [-0.0702, 0.0271, 0.0217], [0.0844, 0.0923, -0.0662], [-0.0721, -0.0135, 0.0912], [0.0417, -0.1691, -0.0134], [0.0168, 0.1116, 0.0435], [0.0225, -0.0427, -0.1611], [-0.0304, -0.0150, 0.1976], [-0.0823, -0.1124, -0.0792], [-0.0844, -0.0596, 0.0568], [0.0298, -0.0846, 0.0424], [0.0471, -0.0781, -0.2646], [-0.0368, -0.0765, -0.1405], [0.1084, -0.0779, 0.0142], [0.0578, 0.0522, -0.1109], [0.0013, 0.1007, 0.0093], [-0.0124, -0.0709, 0.0346], [-0.0345, 0.2303, -0.1755], [-0.0750, -0.1120, 0.0519], [-0.0099, -0.0614, 0.1058], [-0.0515, -0.0262, 0.0942], [0.0066, -0.0043, -0.0052], [-0.0067, 0.0007, 0.0060], [0.0457, -0.0951, 0.0281], [-0.0237, -0.0478, 0.0532], [0.0533, 0.0649, -0.0223], [-0.0626, -0.1183, -0.0462], [0.0360, 0.0301, 0.1724], [0.0029, -0.0276, -0.0621], [-0.0191, -0.0022, -0.0550], [0.0633, 0.0271, -0.0729], [-0.0081, -0.0112, -0.0056], [0.0181, 0.0361, 0.0393], [-0.0557, 0.0479, -0.0328]]}

=====

Energy above the lowest of the compared OMol25 structures with the same formula, charge and spin readings, ordered: 329.7, 0.0, 0.0 kJ/mol
Calculated total energy readings, ordered: -1628.889646, -1620.410694, -1460.686770 Ha